# C7H11NOS

An isolated molecule of C7H11NOS (the ωB97M-V functional and the def2-TZVPD basis, the OMol25 dataset).

Structure (XYZ):
```
21
Properties=species:S:1:pos:R:3:forces:R:3
S -0.8997 2.4614 2.9447 -0.060 -0.250 0.791
O -0.0067 3.6206 0.7952 -1.209 -0.316 0.074
N 0.8189 -1.8099 -0.5050 -0.244 0.158 1.336
C -0.1283 0.4062 -0.2552 -0.076 0.236 0.375
C 0.0088 -0.7724 -1.1509 0.765 -0.375 0.016
C 0.1363 1.0411 3.5659 -1.066 0.024 -0.505
C -1.3444 -1.3576 -1.4630 -1.383 0.201 -0.063
C -0.2684 1.3827 0.4464 -0.419 -1.504 -0.802
C 0.7325 -0.3979 -2.4361 0.745 0.897 -0.798
C -0.4442 2.5687 1.2258 2.400 0.999 0.143
H -2.0067 -0.5856 -1.9043 0.302 -0.464 0.198
H 1.6235 -1.3927 -0.0555 0.142 -0.217 -0.131
H -1.8609 -1.8237 -0.6079 0.420 0.487 -0.061
H 0.1273 0.2293 -3.1057 0.220 0.104 0.270
H 1.1049 -2.5344 -1.1478 0.034 0.156 -0.122
H 1.7090 0.1110 -2.2025 -1.001 -0.362 -0.263
H -1.2251 -2.1561 -2.1817 0.103 -0.189 -0.403
H 0.9749 -1.3035 -3.0137 -0.155 0.146 0.299
H 0.4001 1.1999 4.6154 -0.052 0.356 -0.329
H 1.0095 0.9837 2.9329 0.267 -0.133 0.068
H -0.4613 0.1292 3.5033 0.265 0.044 -0.094
```
Forces are in eV/Å.

LUMO ... -0.02 eV
Energy ... -801.42559 a.u.
Total charge ... 0
Gap between HOMO and LUMO ... 9.16 eV
HOMO level ... -9.19 eV
Energy above the lowest of the compared OMol25 structures with the same formula, charge and spin ... 166.7 kJ/mol
Multiplicity ... 1
SMILES string ... CSC(=O)C#CC(C)(C)N

Atomic partial charges in e from the Mulliken method, atoms 1 to 2: S -0.057; O -0.499